Record 1
Density functional theory data (wB97M-V/def2-TZVPD) for a structure of composition C3H3OP.

Geometry as XYZ:
```
8
Properties=species:S:1:pos:R:3:forces:R:3:nbo_charge:R:1
O 1.94293 2.69650 -0.14403 0.0206 -0.9662 0.0281 -0.422
C 1.48618 1.78638 0.41605 -3.7545 -0.8547 -1.2488 0.567
C -0.04904 0.62475 -0.21756 4.1599 3.5871 0.9227 -0.200
C -0.82551 -0.27104 -0.34483 -1.2042 -1.1927 -0.4965 -0.442
H -0.92661 -2.42834 -1.31862 -0.9053 0.5013 0.4189 0.001
H 1.43950 1.45532 1.43717 0.7702 -0.1757 0.4939 0.179
P -1.88288 -1.70051 -0.45861 0.9538 -0.0719 -1.0834 0.328
H -1.18456 -2.16306 0.63042 -0.0405 -0.8271 0.9651 -0.011
```
Positions in Å, forces in eV/Å.

Its HOMO energy is -9.374 eV. For the strongest force on any atom, the calculation gives 5.57 eV Å⁻¹. The energy above the lowest of the compared OMol25 structures with the same formula, charge and spin is 99.7 kcal per mole. The gap between HOMO and LUMO is 9.20 eV.

Record 2
Density functional theory data (wB97M-V/def2-TZVPD) for an isolated molecule of C3H3OP.

Geometry as XYZ:
```
8
Properties=species:S:1:pos:R:3:forces:R:3:nbo_charge:R:1
P 1.15373 1.08571 -1.41039 -2.1748 -1.0461 0.9550 1.288
H -0.27514 -1.96749 -0.29845 -0.5074 1.5134 1.5970 0.255
H -1.39984 0.53268 1.75830 -0.7524 -0.6248 0.2818 0.273
H 1.10742 0.51487 0.94259 1.0505 -0.2354 0.4478 0.183
C 0.34984 0.30665 0.22177 0.2538 0.5317 -1.0668 -0.718
O 0.39816 0.72512 -2.64462 0.5508 0.1753 0.8652 -0.986
C -0.36765 -1.00125 0.31869 0.4822 -1.6599 -1.4227 -0.162
C -0.96651 -0.19628 1.11211 1.0974 1.3459 -1.6574 -0.133
```
Positions in Å, forces in eV/Å.

As for the structure (SMILES): O=PC1C=C1. Its HOMO energy is -8.660 eV. For the strongest force on any atom, the calculation gives 2.60 eV Å⁻¹. The energy above the lowest of the compared OMol25 structures with the same formula, charge and spin is 80.7 kcal per mole. The gap between HOMO and LUMO is 8.13 eV.

Record 3
Density functional theory data (wB97M-V/def2-TZVPD) for the ion C3H3OS with charge +1.

Geometry as XYZ:
```
8
Properties=species:S:1:pos:R:3:forces:R:3:nbo_charge:R:1
H 0.60770 -1.20697 -1.85754 -0.5705 0.8202 -0.6752 0.220
S -0.52678 1.32606 1.75676 1.2258 -0.0378 -0.5886 0.659
C 0.21596 -1.30032 -0.86179 2.8903 -2.4823 0.2200 0.256
C -1.40787 -0.17219 0.45401 -1.0604 2.7326 2.5238 0.036
C 0.93202 1.59865 1.47825 -1.6215 -0.2624 0.4709 -0.395
H -2.43834 -0.39575 0.65811 -0.3683 -0.8587 -0.5303 0.225
O -0.69163 -0.75395 -0.32508 -1.0081 0.1084 -1.1792 -0.270
H 1.91258 1.59795 1.07485 0.5126 -0.0201 -0.2413 0.269
```
Positions in Å, forces in eV/Å.

Its charge is +1. Its HOMO energy (spin up / spin down) is -13.889 / -13.892 eV. For the strongest force on any atom, the calculation gives 3.87 eV Å⁻¹. The energy above the lowest of the compared OMol25 structures with the same formula, charge and spin is 182.1 kcal per mole. The gap between HOMO and LUMO (spin up / spin down) is 7.98 / 7.98 eV.

Record 4
Density functional theory data (wB97M-V/def2-TZVPD) for a cluster of 2 separate species, C3H3OS2 in total.

Geometry as XYZ:
```
9
Properties=species:S:1:pos:R:3:forces:R:3:nbo_charge:R:1
S 1.41626 1.11195 -1.64296 0.1100 -0.0321 -0.0747 -0.351
O 1.08459 0.47000 2.05963 0.3577 -0.0217 0.9488 -0.566
H 0.05218 -1.40705 -1.05620 2.6678 -1.3417 -1.8550 0.185
H -0.50241 -1.50325 0.61062 -0.2582 -0.9258 2.0261 0.183
C 0.54277 0.87792 1.08780 -0.4161 -0.1227 -0.5348 0.402
H -1.59856 -1.08807 -0.95128 0.6403 0.0971 1.6133 0.187
S -0.79817 1.93893 0.56267 -0.2019 0.4902 0.4635 -0.085
C 0.44710 0.79917 -0.31081 -1.3783 -2.1294 -0.7833 -0.321
C -0.64377 -1.19962 -0.35947 -1.5213 3.9862 -1.8039 -0.634
```
Positions in Å, forces in eV/Å.

Its charge is -1. Its HOMO energy (spin up / spin down) is -3.138 / -3.141 eV. For the strongest force on any atom, the calculation gives 4.63 eV Å⁻¹. The energy above the lowest of the compared OMol25 structures with the same formula, charge and spin is 77.7 kcal per mole. The gap between HOMO and LUMO (spin up / spin down) is 6.64 / 6.64 eV.